No. 1
{"formula": "C26H54BrF6NO18P2S5Zn", "method": "wB97M-V/def2-TZVPD", "species": ["Zn", "C", "F", "F", "F", "S", "O", "O", "N", "S", "O", "O", "C", "F", "F", "F", "Br", "C", "C", "C", "S", "O", "O", "C", "H", "H", "H", "H", "H", "H", "H", "H", "C", "C", "C", "S", "O", "O", "C", "H", "H", "H", "H", "H", "H", "H", "H", "C", "C", "C", "S", "O", "O", "C", "H", "H", "H", "H", "H", "H", "H", "H", "C", "C", "O", "P", "O", "O", "C", "C", "O", "C", "C", "H", "H", "H", "H", "H", "H", "H", "H", "H", "H", "H", "H", "H", "H", "H", "C", "C", "O", "P", "O", "O", "C", "C", "O", "C", "C", "H", "H", "H", "H", "H", "H", "H", "H", "H", "H", "H", "H", "H", "H", "H"], "positions_angstrom": [[10.08, 10.87, -12.23], [6.64, 7.85, -14.72], [7.65, 8.34, -13.88], [5.55, 8.62, -14.69], [7.01, 7.82, -15.99], [6.21, 6.02, -14.05], [5.48, 6.16, -12.80], [5.45, 5.36, -15.12], [7.83, 5.42, -13.88], [7.58, 3.95, -13.59], [6.79, 3.72, -12.38], [7.20, 3.16, -14.71], [9.38, 3.40, -13.07], [10.29, 3.55, -14.02], [9.87, 3.96, -11.97], [9.40, 2.14, -12.72], [12.05, 9.80, -11.10], [10.65, 14.00, -7.81], [10.31, 14.89, -9.01], [8.94, 14.42, -9.48], [9.08, 12.63, -9.51], [9.67, 12.12, -10.78], [7.87, 12.06, -8.97], [10.39, 12.59, -8.24], [10.06, 14.39, -6.99], [11.71, 14.05, -7.57], [11.01, 14.52, -9.76], [10.47, 15.94, -8.77], [8.48, 14.77, -10.40], [8.29, 14.66, -8.64], [11.19, 12.02, -8.71], [9.98, 11.99, -7.43], [9.03, 6.73, -9.58], [9.22, 7.97, -8.68], [7.88, 8.69, -8.85], [7.62, 8.74, -10.73], [8.48, 9.77, -11.29], [6.18, 8.79, -11.06], [8.34, 7.08, -10.94], [8.52, 5.99, -8.96], [9.98, 6.25, -9.81], [10.05, 8.61, -9.00], [9.39, 7.70, -7.64], [7.99, 9.70, -8.45], [7.04, 8.16, -8.38], [9.06, 7.09, -11.75], [7.54, 6.43, -11.30], [11.82, 6.42, -15.24], [13.00, 7.23, -14.72], [12.63, 8.75, -14.91], [10.77, 8.88, -14.94], [10.41, 9.25, -16.30], [10.24, 9.65, -13.79], [10.55, 7.04, -14.63], [11.97, 5.38, -14.97], [11.78, 6.49, -16.33], [13.94, 6.92, -15.16], [13.17, 7.01, -13.66], [12.99, 9.20, -15.83], [13.06, 9.28, -14.06], [9.59, 6.79, -15.08], [10.43, 6.93, -13.55], [15.66, 13.42, -12.89], [14.23, 13.24, -12.38], [13.46, 13.79, -13.41], [11.84, 13.60, -13.38], [11.20, 12.30, -13.03], [11.33, 14.78, -12.43], [11.97, 16.05, -12.48], [10.88, 17.17, -12.28], [11.33, 14.16, -14.85], [12.23, 14.22, -15.94], [11.54, 14.26, -17.28], [16.35, 13.21, -12.07], [16.03, 12.89, -13.76], [15.68, 14.48, -13.14], [14.05, 12.16, -12.30], [14.01, 13.71, -11.43], [12.66, 16.12, -11.64], [12.57, 16.26, -13.37], [11.37, 18.11, -12.02], [10.20, 17.36, -13.12], [10.34, 16.99, -11.35], [12.81, 15.08, -15.62], [12.94, 13.40, -16.04], [10.68, 14.92, -17.18], [12.20, 14.71, -18.02], [11.18, 13.27, -17.58], [7.15, 12.16, -17.57], [7.40, 11.44, -16.29], [6.71, 12.03, -15.22], [7.61, 12.69, -13.99], [8.60, 11.77, -13.37], [6.48, 13.37, -12.94], [5.45, 12.64, -12.31], [4.16, 13.43, -12.13], [8.23, 13.96, -14.77], [7.41, 15.00, -15.27], [8.05, 16.29, -14.83], [7.42, 11.58, -18.46], [6.11, 12.47, -17.62], [7.73, 13.08, -17.55], [6.92, 10.46, -16.42], [8.45, 11.34, -16.03], [5.13, 11.73, -12.81], [5.78, 12.35, -11.31], [4.18, 14.04, -11.23], [3.87, 14.08, -12.95], [3.35, 12.71, -11.96], [7.15, 14.97, -16.33], [6.53, 14.97, -14.63], [9.13, 16.27, -15.00], [7.54, 17.23, -14.99], [8.04, 16.13, -13.75]], "mulliken_charge": [0.442, 0.383, 0.163, -0.196, -0.235, 0.794, -0.559, -0.620, -0.173, 0.868, -0.639, -0.626, 0.653, -0.247, -0.233, -0.230, -0.747, -0.765, -0.055, -0.885, 0.846, 0.130, -0.852, -0.894, 0.334, 0.362, -0.142, 0.501, 0.450, 0.398, 0.387, 0.445, -0.875, -0.454, -0.797, 0.779, -0.946, -0.823, 1.352, 0.364, 0.393, 0.083, 0.455, 0.246, 0.492, -1.229, 0.182, -0.700, -0.854, -0.563, 0.793, -0.795, 0.686, -0.073, 0.329, 0.374, 0.474, 0.276, 0.494, 0.051, 0.334, -0.325, -1.370, 0.293, -0.367, -1.089, 1.190, 0.407, -0.314, -1.082, 0.278, -0.277, -1.302, 0.416, 0.301, 0.324, -0.012, 0.216, 0.284, 0.396, 0.449, 0.178, 0.174, 0.344, 0.321, 0.220, 0.416, 0.293, -1.494, 0.586, -0.386, -1.107, 1.506, -0.289, 0.290, -1.524, 0.652, -0.513, -0.865, 0.436, 0.309, 0.194, 0.114, 0.044, 0.207, 0.096, 0.327, 0.351, 0.404, 0.265, 0.234, 0.108, 0.371, 0.216], "charge": 0, "lumo_ev": -0.271}

---

No. 2
{"formula": "C26H54NO22S3", "method": "wB97M-V/def2-TZVPD", "species": ["C", "N", "C", "C", "C", "C", "O", "H", "H", "H", "H", "H", "H", "H", "H", "H", "H", "H", "H", "H", "H", "O", "S", "O", "O", "C", "C", "C", "H", "H", "H", "H", "H", "H", "H", "H", "O", "S", "O", "O", "C", "C", "C", "H", "H", "H", "H", "H", "H", "H", "H", "O", "S", "O", "O", "C", "C", "C", "H", "H", "H", "H", "H", "H", "H", "H", "C", "C", "O", "C", "O", "O", "H", "H", "H", "H", "C", "C", "O", "C", "O", "O", "H", "H", "H", "H", "C", "C", "O", "C", "O", "O", "H", "H", "H", "H", "C", "C", "O", "C", "O", "O", "H", "H", "H", "H"], "positions_angstrom": [[31.29, 10.09, 0.95], [30.01, 9.24, 1.05], [28.98, 9.66, 0.18], [30.51, 7.84, 0.69], [29.58, 9.25, 2.41], [29.33, 10.66, 2.95], [28.84, 10.66, 4.35], [31.78, 10.12, -0.08], [32.24, 10.00, 1.78], [31.09, 11.12, 1.07], [28.17, 8.76, -0.02], [29.28, 9.81, -1.01], [28.40, 10.66, 0.24], [29.64, 7.19, 0.94], [31.17, 7.68, 1.20], [31.17, 7.67, -0.21], [30.28, 8.70, 3.25], [28.72, 8.67, 2.49], [28.69, 11.31, 2.30], [30.26, 11.26, 3.06], [28.93, 11.58, 4.83], [30.00, 6.00, 3.29], [30.31, 4.72, 3.38], [29.22, 3.74, 3.35], [31.23, 4.53, 2.01], [31.17, 3.23, 1.42], [32.34, 2.98, 0.39], [31.35, 4.38, 4.70], [30.19, 3.06, 0.97], [31.20, 2.64, 2.30], [32.12, 3.46, -0.46], [32.32, 1.91, 0.19], [33.38, 3.13, 0.70], [32.07, 5.23, 4.61], [31.86, 3.48, 4.76], [30.65, 4.36, 5.68], [32.91, 8.17, 3.13], [34.06, 7.84, 4.00], [34.90, 8.97, 4.34], [33.41, 7.18, 5.35], [32.68, 8.12, 6.30], [31.99, 7.54, 7.51], [34.97, 6.55, 3.41], [31.74, 8.56, 5.88], [33.58, 8.78, 6.38], [32.87, 6.96, 8.27], [31.36, 6.59, 7.13], [31.58, 8.21, 8.18], [35.68, 6.11, 4.14], [35.47, 6.77, 2.58], [34.26, 5.80, 3.32], [28.29, 13.38, 5.08], [27.47, 14.51, 5.46], [27.51, 14.98, 6.81], [27.84, 15.80, 4.45], [27.06, 17.05, 4.63], [27.52, 18.25, 3.99], [25.84, 14.14, 5.04], [26.90, 17.21, 5.78], [26.01, 17.12, 4.19], [28.59, 18.43, 3.97], [27.20, 19.15, 4.40], [27.32, 18.12, 2.92], [25.55, 13.26, 5.57], [25.80, 14.25, 3.90], [25.26, 14.92, 5.32], [24.49, 7.43, 2.72], [25.94, 7.80, 2.25], [26.20, 9.01, 2.84], [25.07, 9.54, 3.37], [25.00, 10.63, 3.72], [24.07, 8.76, 3.24], [24.33, 6.80, 3.61], [23.72, 7.14, 1.96], [26.02, 7.79, 1.13], [26.60, 7.25, 2.71], [28.47, 7.59, 6.13], [27.16, 8.29, 6.16], [26.14, 7.26, 5.88], [26.81, 6.18, 5.39], [26.30, 5.22, 4.88], [28.15, 6.36, 5.50], [29.02, 7.55, 7.07], [29.22, 8.12, 5.47], [26.92, 9.03, 5.31], [27.02, 8.86, 7.03], [29.71, 14.74, 2.21], [30.53, 15.75, 1.42], [30.77, 15.07, 0.18], [30.31, 13.79, 0.25], [30.46, 13.01, -0.64], [29.73, 13.64, 1.46], [28.67, 15.11, 2.02], [29.95, 14.80, 3.20], [31.46, 15.97, 1.95], [29.89, 16.56, 0.96], [32.03, 13.51, 6.01], [32.65, 12.14, 6.17], [32.59, 11.65, 4.83], [32.58, 12.69, 4.04], [32.77, 12.70, 2.81], [32.26, 13.79, 4.69], [32.44, 14.08, 6.72], [30.90, 13.17, 6.14], [32.15, 11.40, 6.89], [33.71, 12.15, 6.34]], "mulliken_charge": [0.211, 1.155, -0.557, -1.569, 1.103, 0.317, -0.056, 0.591, -0.167, -0.592, 0.128, 0.319, 0.188, 0.265, 0.643, 0.330, -0.730, 0.055, 0.029, -0.590, 0.196, -0.614, 1.085, -0.750, -0.139, -0.348, -1.369, -0.749, 0.335, 0.405, 0.430, 0.404, 0.289, 0.063, 0.551, 0.273, -0.379, 1.182, -0.673, -0.369, 0.178, -1.156, -1.088, -0.052, 0.493, 0.294, 0.100, 0.416, 0.367, 0.461, 0.252, -0.346, 0.791, -0.646, -0.155, -0.070, -1.503, -1.167, 0.320, 0.273, 0.350, 0.400, 0.323, 0.403, 0.288, 0.561, -0.315, -0.065, 0.056, 0.509, -0.538, -0.404, 0.197, 0.271, 0.199, 0.080, 0.655, -0.029, -0.410, 0.509, -0.525, -0.201, 0.173, -0.497, -0.192, 0.491, -0.031, -0.270, -0.381, 0.474, -0.553, -0.114, 0.107, 0.299, 0.264, 0.257, -0.200, -0.434, 0.078, 0.431, -0.605, -0.292, 0.492, 0.025, 0.223, 0.281], "charge": 1, "relative_energy_ev": 0.355, "lumo_ev": -1.716}

---

No. 3
{"formula": "C26H55BN4O4", "method": "wB97M-V/def2-TZVPD", "species": ["C", "C", "N", "C", "C", "C", "O", "C", "B", "O", "O", "C", "C", "O", "H", "H", "H", "H", "H", "H", "H", "H", "H", "H", "C", "C", "N", "C", "C", "C", "C", "H", "H", "H", "H", "H", "H", "H", "H", "H", "H", "H", "H", "H", "H", "H", "C", "C", "N", "C", "C", "C", "C", "H", "H", "H", "H", "H", "H", "H", "H", "H", "H", "H", "H", "H", "H", "H", "C", "C", "N", "C", "C", "C", "C", "H", "H", "H", "H", "H", "H", "H", "H", "H", "H", "H", "H", "H", "H", "H"], "positions_angstrom": [[-1.24, 2.66, 4.18], [-1.84, 2.98, 2.81], [-2.89, 4.01, 2.91], [-4.19, 3.46, 2.91], [-4.92, 3.17, 1.84], [-6.28, 2.61, 2.05], [-7.25, 2.94, 1.39], [-6.37, 1.64, 3.18], [-7.24, 0.32, 3.07], [-7.60, -0.33, 4.24], [-7.63, -0.19, 1.86], [-5.66, 1.94, 4.27], [-4.80, 3.17, 4.26], [-4.66, 3.88, 5.23], [-1.68, 1.77, 4.60], [-1.42, 3.47, 4.87], [-0.17, 2.50, 4.14], [-2.29, 2.06, 2.43], [-1.08, 3.28, 2.10], [-2.82, 4.66, 2.14], [-4.55, 3.37, 0.84], [-6.80, -0.67, 4.65], [-6.90, -0.47, 1.31], [-5.66, 1.35, 5.17], [-3.61, -1.90, 2.88], [-3.99, -3.36, 2.71], [-4.45, -3.67, 1.37], [-5.05, -4.99, 1.26], [-4.17, -6.22, 1.51], [-3.54, -3.30, 0.29], [-2.12, -3.90, 0.31], [-4.44, -1.25, 2.61], [-3.34, -1.70, 3.91], [-2.75, -1.62, 2.26], [-4.81, -3.57, 3.40], [-3.14, -3.98, 3.03], [-5.51, -5.08, 0.28], [-5.88, -5.02, 1.97], [-3.51, -6.43, 0.67], [-4.79, -7.10, 1.65], [-3.55, -6.11, 2.41], [-3.44, -2.21, 0.29], [-4.02, -3.54, -0.66], [-1.68, -3.89, 1.31], [-1.47, -3.31, -0.34], [-2.10, -4.92, -0.06], [0.25, -0.35, -1.09], [0.97, 0.66, -1.97], [1.00, 1.99, -1.40], [1.46, 3.00, -2.34], [2.91, 2.91, -2.84], [1.55, 2.08, -0.06], [2.99, 1.60, 0.17], [-0.77, -0.03, -0.87], [0.20, -1.32, -1.60], [0.77, -0.52, -0.14], [0.43, 0.72, -2.92], [1.97, 0.27, -2.20], [1.30, 3.99, -1.89], [0.79, 2.97, -3.21], [3.62, 3.25, -2.09], [3.04, 3.56, -3.71], [3.18, 1.90, -3.14], [0.89, 1.53, 0.61], [1.47, 3.12, 0.28], [3.19, 0.66, -0.34], [3.15, 1.42, 1.24], [3.73, 2.33, -0.14], [6.79, 2.07, -2.42], [6.44, 0.59, -2.49], [6.04, 0.16, -3.82], [5.46, -1.17, -3.83], [6.34, -2.36, -3.45], [6.99, 0.45, -4.88], [8.41, -0.12, -4.77], [5.96, 2.69, -2.77], [7.01, 2.35, -1.39], [7.68, 2.32, -3.01], [5.59, 0.42, -1.82], [7.28, 0.01, -2.09], [5.04, -1.35, -4.83], [4.60, -1.15, -3.16], [7.04, -2.63, -4.24], [5.72, -3.24, -3.26], [6.92, -2.17, -2.54], [7.06, 1.54, -4.98], [6.54, 0.13, -5.83], [8.81, -0.02, -3.76], [9.08, 0.42, -5.44], [8.45, -1.17, -5.05]], "mulliken_charge": [-1.322, 0.028, -0.349, 0.109, -0.546, 0.031, -0.558, 0.540, 0.633, -0.577, -0.552, -0.424, 0.137, -0.529, 0.265, 0.339, 0.385, 0.166, 0.420, 0.354, 0.493, 0.287, 0.300, 0.382, -1.437, -0.455, 0.169, -0.713, -0.982, -0.736, -0.806, 0.269, 0.511, 0.295, 0.475, 0.226, 0.378, 0.407, 0.228, 0.401, 0.274, 0.343, 0.382, 0.235, 0.222, 0.304, -1.458, 0.032, 0.222, -0.965, -0.723, -0.697, -1.038, 0.321, 0.487, 0.259, 0.486, -0.138, 0.357, 0.415, 0.154, 0.528, 0.173, 0.252, 0.408, 0.169, 0.452, 0.295, -1.439, -0.298, 0.200, -0.333, -1.110, -0.726, -0.992, 0.217, 0.427, 0.393, 0.353, 0.273, 0.487, -0.070, 0.230, 0.453, 0.257, 0.397, 0.382, 0.251, 0.375, 0.277], "charge": 0, "relative_energy_ev": 0.000, "lumo_ev": -1.032, "smiles": "CCNC1=CC(=O)C(B(O)O)=CC1=O.CCN(CC)CC.CCN(CC)CC.CCN(CC)CC"}

---

Sequential HOMO energy output: -0.309 -0.459 -0.304 hartree
Sequential orbital gap output: 8.141 10.773 7.252 eV
Sequential E_tot output: -10058.4755 -3927.0036 -1568.4812 Eh